1.
{
  "formula": "C6H13N3",
  "method": "ωB97M-V/def2-TZVPD",
  "elements": ["N", "N", "N", "C", "C", "C", "C", "C", "C", "H", "H", "H", "H", "H", "H", "H", "H", "H", "H", "H", "H", "H"],
  "positions_angstrom": [[-1.6612, 0.3522, 1.3743], [0.1364, -2.4232, -0.2925], [2.5990, -0.3548, -0.0154], [0.3800, 0.8423, 0.0540], [0.2157, -1.2350, 0.5093], [1.2402, -0.1811, 0.2134], [-0.8616, 0.0130, 0.2263], [0.5341, 2.3083, -0.1690], [-1.6954, -0.2342, -1.0262], [-1.0542, -0.3810, -1.8912], [0.7822, -3.1331, 0.0331], [-0.4272, 2.7787, -0.3686], [3.0460, -1.0043, 0.6172], [1.1811, 2.5038, -1.0268], [0.3300, -2.2154, -1.2651], [0.9804, 2.7974, 0.6990], [-1.8609, 1.3393, 1.4790], [-2.3501, 0.6200, -1.2091], [3.1147, 0.5102, -0.0972], [-2.3134, -1.1235, -0.9028], [-2.4432, -0.2805, 1.4939], [0.1275, -1.4993, 1.5643]],
  "atomic_forces_ev_per_a": [[0.335, -0.315, 0.497], [-0.207, -0.154, -0.172], [0.004, 0.093, 0.200], [0.457, -0.267, 0.153], [-1.036, 1.228, 0.103], [-0.248, 0.516, -0.408], [0.733, -1.416, 0.040], [0.158, -0.118, -0.099], [0.153, 0.080, 0.137], [0.003, -0.024, -0.184], [-0.058, 0.054, -0.133], [-0.049, 0.058, -0.013], [0.024, 0.073, -0.060], [-0.002, 0.113, -0.028], [0.112, -0.134, 0.042], [-0.020, 0.089, 0.023], [-0.307, -0.315, -0.116], [0.019, 0.025, -0.078], [0.061, -0.092, 0.047], [-0.070, -0.046, 0.023], [-0.164, 0.563, 0.008], [0.104, -0.011, 0.018]],
  "smiles": "CC1=C(N)[C@H](N)[C@@]1(C)N",
  "gap_ev": 8.6989,
  "molar_mass_da": 127.2,
  "energy_ev": -10902.1409,
  "homo_ev": -7.8,
  "de_lowest_kcal_mol": 29.31
}

***

2.
{
  "formula": "C2H5N2O",
  "method": "ωB97M-V/def2-TZVPD",
  "elements": ["O", "N", "N", "C", "C", "H", "H", "H", "H", "H"],
  "positions_angstrom": [[2.3637, -0.6036, -0.4198], [-0.4027, -0.2821, 0.2529], [1.8316, 0.4304, -0.3852], [0.5598, 0.7240, 0.2829], [-1.4555, -0.6192, -0.4110], [-1.8883, 0.1500, -0.9837], [-0.2246, -1.0212, 0.9640], [0.8566, 1.0262, 1.3010], [0.3050, 1.7414, -0.2305], [-1.9456, -1.5460, -0.3704]],
  "atomic_forces_ev_per_a": [[-0.815, -1.688, 0.404], [-1.812, -4.177, 2.002], [2.284, 2.055, -1.082], [-0.402, 3.812, -0.659], [1.358, 2.725, -0.038], [-0.465, 0.703, -1.221], [0.606, 0.417, -0.633], [-0.243, -0.429, -0.142], [-0.296, -2.112, 0.751], [-0.215, -1.307, 0.618]],
  "smiles": "C=[NH+]CN=O",
  "gap_ev": 7.7750,
  "molar_mass_da": 73.1,
  "energy_ev": -7171.2853,
  "homo_ev": -13.9,
  "total_charge": 1,
  "de_lowest_kcal_mol": 109.46
}

***

3.
{
  "formula": "C30H29Co2N2O7",
  "method": "ωB97M-V/def2-TZVPD",
  "elements": ["Co", "Co", "O", "O", "O", "O", "O", "O", "O", "N", "N", "C", "C", "C", "C", "C", "C", "C", "C", "C", "C", "C", "C", "C", "C", "C", "C", "C", "C", "C", "C", "C", "C", "C", "C", "C", "C", "C", "C", "C", "C", "H", "H", "H", "H", "H", "H", "H", "H", "H", "H", "H", "H", "H", "H", "H", "H", "H", "H", "H", "H", "H", "H", "H", "H", "H", "H", "H", "H", "H"],
  "positions_angstrom": [[-4.5710, 1.0642, -3.3013], [-2.9499, 2.2841, -1.6004], [-3.0214, 1.4763, 1.1750], [2.4991, 0.2769, 3.6757], [-2.7384, -0.1740, -5.1548], [-0.8335, 1.3235, -3.4139], [-2.5469, 5.1246, -1.1848], [-7.1699, -0.2065, -3.8413], [-4.1719, -1.2314, -1.5122], [0.3584, 1.1445, 1.0573], [2.2495, 1.8829, 2.0149], [2.5743, 4.0098, -0.2548], [-4.7445, 2.6506, -2.4794], [-2.7039, 3.9900, -1.3430], [1.8398, 0.8327, 2.8072], [0.0926, -0.9827, 2.4988], [-4.1581, -1.7190, 2.8082], [0.4052, 0.5272, 2.3834], [-6.7275, 4.0014, -2.8946], [-6.1974, 0.3640, -3.5761], [-1.3920, -1.2935, 2.6218], [-3.5098, -1.8030, 1.5825], [2.2829, 1.6253, -1.0675], [-3.4009, -1.5314, 3.9608], [-2.8837, 3.4681, -4.0855], [-2.1440, -1.5393, 1.4672], [-2.9630, 1.7343, 0.0471], [-3.8739, 2.6781, -3.5809], [-3.4279, 0.3904, -4.4210], [1.6546, 2.7969, -0.3179], [-7.7465, 4.8613, -2.4988], [0.3359, 3.2413, -0.9179], [-1.6305, 1.6514, -2.6422], [-2.0164, -1.3500, 3.8750], [-4.2634, -0.2363, -2.1066], [-7.0534, 4.5876, -0.2095], [3.4474, 2.6257, 2.2716], [-7.8856, 5.2030, -1.1479], [-5.9690, 3.8170, -0.6046], [1.2215, 2.3177, 1.1028], [-5.7931, 3.5046, -1.9684], [4.1724, 2.4788, 1.4695], [-8.4095, 5.2731, -3.2610], [0.4390, 3.6132, -1.9441], [-3.8784, -1.4944, 4.9329], [1.6348, 0.7433, -1.0198], [-0.2588, 1.0700, 3.0967], [2.2105, 4.7493, 0.4766], [-0.3584, 2.3925, -0.9312], [3.6190, 3.7593, -0.0293], [-5.2608, 3.4376, 0.1390], [-8.6476, 5.9199, -0.8532], [-0.1148, 4.0208, -0.2887], [3.8998, 2.2369, 3.1787], [-7.2455, 4.7192, 0.8577], [-6.6341, 3.6980, -3.9448], [-1.6354, -1.5336, 0.5007], [-0.5751, 1.2823, 0.6824], [-2.9642, 4.5553, -3.9955], [-2.2929, 3.0286, -4.8950], [-5.2446, -1.8030, 2.8796], [2.5868, 4.5108, -1.2315], [0.6988, 3.1730, 1.5975], [2.4186, 1.8877, -2.1223], [0.5878, -1.3037, 3.4307], [-4.0743, -2.0269, 0.6845], [3.2191, 3.6909, 2.3530], [3.2664, 1.3587, -0.6584], [-1.4163, -1.2350, 4.7850], [0.5326, -1.5284, 1.6435]],
  "atomic_forces_ev_per_a": [[0.173, -4.559, 1.633], [-0.614, -1.762, 0.033], [0.394, 0.467, -0.270], [-0.424, 0.469, -0.441], [-0.508, 1.060, 0.996], [-1.014, 0.212, 1.128], [-0.161, -1.044, 0.141], [1.419, 0.831, 0.772], [-0.070, 1.825, -1.068], [0.122, -0.642, 0.187], [0.046, -1.099, 0.575], [0.397, 0.343, -0.177], [1.545, 2.313, 0.802], [0.277, 1.814, -0.273], [0.431, 0.363, -0.291], [-0.148, 0.164, 0.174], [0.150, -0.149, 0.227], [-0.190, -0.105, 0.094], [-0.113, 0.045, 0.010], [-1.421, -0.111, -1.519], [0.250, -0.094, -0.254], [0.060, 0.236, -0.462], [0.034, 0.042, -0.343], [0.400, 0.233, -0.056], [-1.746, -0.335, -2.303], [-0.122, -0.197, 0.649], [-1.167, -1.362, 1.696], [0.003, 3.862, -0.341], [0.350, -1.798, -2.469], [-0.110, -0.386, 0.860], [0.299, 0.115, 0.129], [-0.249, -0.302, -0.160], [2.088, -0.223, -0.803], [-0.142, 0.092, -0.226], [0.276, -1.726, 1.504], [-0.071, 0.484, 0.136], [0.251, -0.184, -0.089], [-0.062, -0.449, -0.344], [0.033, -0.393, -0.462], [-0.591, 0.465, 0.092], [-0.889, 0.369, -0.058], [0.040, 0.095, 0.014], [0.095, -0.028, 0.276], [-0.005, -0.042, 0.175], [-0.026, -0.056, -0.021], [0.150, 0.212, 0.008], [0.245, -0.215, -0.101], [0.122, -0.199, -0.166], [0.255, 0.508, -0.100], [-0.336, 0.090, -0.003], [-0.290, -0.007, -0.358], [0.013, -0.260, 0.100], [0.084, -0.045, -0.245], [-0.096, 0.076, 0.211], [0.185, 0.213, -0.286], [0.008, 0.183, 0.427], [-0.297, -0.027, 0.183], [0.214, 0.202, 0.335], [0.341, -0.326, 0.190], [0.080, 0.506, 0.179], [0.346, -0.126, -0.090], [-0.085, -0.100, 0.114], [0.111, -0.018, -0.278], [0.033, -0.011, 0.074], [0.000, 0.013, -0.400], [0.011, 0.127, 0.126], [0.127, -0.052, 0.151], [-0.173, 0.052, 0.015], [-0.231, 0.040, -0.340], [-0.106, 0.309, 0.379]],
  "gap_ev": 5.9328,
  "molar_mass_da": 647.4,
  "energy_ev": -124145.5301,
  "homo_ev": -3.3,
  "total_charge": -1
}

***

4.
{
  "formula": "C9H9N3O2",
  "method": "ωB97M-V/def2-TZVPD",
  "elements": ["O", "O", "N", "N", "N", "C", "C", "C", "C", "C", "C", "C", "C", "C", "H", "H", "H", "H", "H", "H", "H", "H", "H"],
  "positions_angstrom": [[2.5239, -2.7799, 1.8810], [-0.8316, 0.0419, 0.8618], [1.1525, -1.1833, 1.3943], [-0.7586, 1.0596, -1.4532], [0.0661, -1.3454, -0.7019], [0.5992, -2.6635, -1.0306], [-1.7639, 1.9667, -1.4169], [-0.8624, 2.9928, 0.5705], [-1.9064, 2.9026, -0.3181], [1.2268, -3.2915, -0.0191], [0.0236, -0.7803, 0.6283], [0.1974, 1.0573, -0.4505], [1.6491, -2.5417, 1.1342], [0.1031, 2.0131, 0.5470], [-0.7785, -1.1567, -1.1662], [0.8324, 1.9475, 1.3398], [1.9713, -4.1848, -0.0355], [-0.9015, 3.8415, 1.3078], [1.1052, -0.8690, 2.3198], [-2.8457, 3.5324, -0.3747], [-2.2950, 1.9890, -2.3976], [0.5229, -2.9108, -2.2062], [0.9702, 0.3626, -0.4140]],
  "atomic_forces_ev_per_a": [[2.349, -2.468, 1.644], [-0.859, -3.575, 2.752], [-3.397, -0.582, -3.963], [1.614, 0.742, 0.201], [0.828, -3.816, 0.908], [-0.543, 2.011, -0.691], [1.510, 0.069, 1.044], [-0.829, 0.802, 1.109], [-1.652, -0.628, -3.393], [2.370, -1.890, -0.949], [0.117, -3.346, -0.041], [-3.166, 5.830, -2.808], [-1.072, 3.663, 0.696], [1.995, 1.836, -0.155], [-1.015, 0.733, -0.950], [0.281, 0.367, 0.087], [-1.950, 1.289, -0.684], [0.300, -1.284, -0.510], [0.365, 0.204, 1.635], [1.571, -0.425, 0.420], [-0.285, 0.085, 1.347], [0.045, 0.224, 3.252], [1.420, 0.160, -0.949]],
  "smiles": "O=c1cc[nH]c(=O)[nH]1.c1ccncc1",
  "gap_ev": 8.1798,
  "molar_mass_da": 191.2,
  "energy_ev": -18040.1209,
  "homo_ev": -8.1,
  "de_lowest_kcal_mol": 129.91
}

***

5.
{
  "formula": "C26H66N4O9",
  "method": "ωB97M-V/def2-TZVPD",
  "elements": ["O", "O", "O", "O", "O", "O", "O", "O", "O", "N", "N", "N", "N", "C", "C", "C", "C", "C", "C", "C", "C", "C", "C", "C", "C", "C", "C", "C", "C", "C", "C", "C", "C", "C", "C", "C", "C", "C", "C", "H", "H", "H", "H", "H", "H", "H", "H", "H", "H", "H", "H", "H", "H", "H", "H", "H", "H", "H", "H", "H", "H", "H", "H", "H", "H", "H", "H", "H", "H", "H", "H", "H", "H", "H", "H", "H", "H", "H", "H", "H", "H", "H", "H", "H", "H", "H", "H", "H", "H", "H", "H", "H", "H", "H", "H", "H", "H", "H", "H", "H", "H", "H", "H", "H", "H"],
  "positions_angstrom": [[-0.9730, 4.0350, -0.4357], [4.1336, 3.4841, -0.5583], [-4.7187, -0.3472, -0.8088], [-1.7264, -2.6275, 1.7768], [1.7847, 3.5224, 3.5031], [2.6294, -7.5001, -4.2147], [0.9439, -4.1931, 0.9830], [-0.6059, -0.8521, -1.2753], [-5.1206, 3.0898, 2.2456], [2.3365, -6.1014, -1.8088], [2.2710, 1.1468, -0.1995], [-3.7986, 2.3211, -2.0127], [-1.6168, 4.0833, 2.4075], [-4.4120, -1.3582, 0.1419], [-0.5254, 5.3740, -0.5347], [-0.3397, 3.3919, 2.7515], [0.8663, 0.8296, -0.1813], [2.0404, -4.9609, -1.0206], [3.9011, 2.7668, 0.4300], [-2.2498, 3.8865, -1.0237], [2.9122, 4.1946, 3.9767], [-0.7726, -2.2064, -1.4352], [2.1004, -3.7047, 1.7010], [3.5618, -6.0283, -2.6099], [0.7132, -0.4767, -1.0835], [-3.9457, 1.0154, -2.6241], [2.8023, -8.5192, -5.2165], [-5.1429, 1.9509, 1.3381], [-0.8094, -1.6245, 2.0897], [-1.4600, -0.3414, 2.2395], [5.4746, 3.7296, -0.8479], [-3.8759, -0.1590, -1.6933], [2.4386, 2.2722, 0.6710], [1.3122, -5.3551, 0.2694], [-2.5637, 2.4485, -1.2876], [-4.1095, 3.7937, 2.2665], [-2.7270, 3.1341, 2.4989], [0.6402, 4.4092, 3.2525], [3.6274, -7.2012, -3.5741], [0.0193, -1.5418, 1.3520], [0.8715, 5.0386, 2.4074], [-0.4505, -2.6850, -0.5609], [-0.0548, 5.7435, -1.4575], [1.8777, -8.8171, -5.7488], [-3.6163, -1.1612, 0.8651], [2.7699, 4.5802, 5.0168], [1.5779, -6.3829, -2.4446], [-0.3906, 2.6675, 3.5626], [0.2749, 4.9710, 4.1806], [-4.3581, 1.2008, 1.5597], [-1.1789, -3.4059, 1.5904], [4.2677, 3.1012, 1.4184], [-2.3106, -0.4190, 2.9609], [2.5822, 1.4626, -1.1286], [4.4173, -7.0916, -4.2849], [-0.3273, -1.8083, 3.0585], [-3.9663, -1.0602, -2.3199], [0.2855, 1.5935, -0.6404], [-4.2838, 4.5737, 3.0753], [2.9966, -4.5133, -0.7977], [0.2819, 5.3313, 0.1876], [-1.7502, 0.1466, 1.2569], [-2.8562, -0.2278, -1.2558], [4.5375, 1.8509, 0.3791], [0.4821, 0.6360, 0.8004], [2.7320, -4.5213, 2.1121], [-4.2094, -2.3056, -0.2721], [5.5297, 4.4141, -1.6851], [1.4803, -4.2561, -1.5797], [2.2354, 1.9948, 1.7286], [-1.6696, 2.1547, -1.9603], [-6.1411, 1.4662, 1.3595], [3.1392, -9.4948, -4.7484], [-2.7750, 2.4581, 3.3736], [-4.1384, 4.4698, 1.4120], [4.4311, -6.0491, -1.9692], [1.6613, 3.0604, 0.4415], [-5.2993, -1.5854, 0.8019], [3.8628, -8.1052, -2.9999], [-3.2177, 0.9641, -3.4383], [-0.7429, 0.3292, 2.7932], [1.1696, -0.3875, -2.0805], [-2.3403, 4.5186, -1.8680], [2.7685, -3.1627, 1.0455], [-1.8192, -2.3347, -1.5929], [-0.0434, 2.8771, 1.8417], [3.2025, 5.0072, 3.3201], [-2.5483, 1.8834, -0.3971], [5.8607, 4.2812, -0.0223], [-4.9795, 2.2476, 0.2803], [-0.1885, -2.6466, -2.2436], [1.7992, -2.9721, 2.4383], [1.9621, -6.0733, 0.9280], [-1.4880, 4.3608, 1.4152], [0.3270, -5.8766, 0.1698], [3.7038, 3.4247, 3.9012], [-4.8804, 0.9310, -3.1215], [-2.9663, 4.3006, -0.3421], [-3.7270, 2.9528, -2.8329], [3.5345, -5.1931, -3.2865], [1.2543, -1.2571, -0.5974], [6.0053, 2.7831, -1.0843], [-2.5294, 2.4500, 1.7039], [-1.1077, 6.1305, 0.0002], [3.4570, -8.3442, -6.0734]],
  "atomic_forces_ev_per_a": [[-0.178, 0.405, -1.226], [-0.158, 5.002, -6.805], [-7.180, -0.167, 7.952], [0.099, -0.814, -0.387], [-1.086, 1.436, 0.232], [-10.216, -2.145, -7.228], [1.346, 0.308, 1.421], [-0.603, 1.553, 0.129], [-7.769, -7.602, -0.384], [0.287, -1.896, -1.293], [-0.244, -0.004, 0.091], [-0.525, 0.902, -0.613], [0.354, -0.098, 1.193], [-1.716, 0.386, 1.767], [1.845, 0.029, 1.977], [-1.672, 0.950, -0.014], [0.165, -2.654, -3.041], [0.042, -0.937, 0.659], [-0.836, -5.862, 7.882], [-0.566, 0.021, 1.367], [0.561, -0.682, 0.388], [-0.079, -0.144, -0.713], [0.024, 0.011, -0.434], [-1.583, -0.570, -0.695], [0.323, 1.398, 0.450], [-0.174, 0.163, 0.097], [-0.667, -1.765, 0.423], [-0.098, 0.169, -0.490], [1.756, -0.619, 0.195], [-0.908, 2.939, 0.586], [-0.142, -0.169, -0.599], [7.542, -1.181, -5.665], [0.882, 1.253, -0.194], [-0.295, -1.154, 0.836], [2.188, 0.606, -2.734], [6.576, 6.681, 1.457], [-0.548, 0.217, -0.929], [0.883, -1.590, 0.368], [8.201, -0.107, 5.436], [-0.446, -0.247, 0.158], [0.379, 0.921, 0.063], [0.271, -1.101, 1.445], [-0.794, -0.498, -0.204], [-0.111, 0.789, 0.923], [0.272, 0.598, -0.558], [0.238, -0.314, -0.626], [0.348, 0.295, 0.632], [-0.749, -0.179, -0.076], [0.592, -0.757, -1.290], [-0.438, 0.390, 0.252], [-0.309, -0.054, -0.038], [-0.014, 1.087, 0.058], [0.263, 0.052, -0.842], [-0.491, -0.448, 0.340], [1.800, 0.762, -0.117], [0.102, -0.465, 0.023], [0.855, -0.121, -1.183], [-0.809, 0.934, -0.245], [0.603, -0.762, -0.295], [0.242, 0.396, 0.452], [0.881, 0.217, -0.089], [0.111, -0.541, 1.221], [0.133, 0.284, -0.426], [-0.485, -0.446, -0.069], [0.127, -0.118, 0.614], [-0.768, 0.287, 0.136], [0.544, -1.115, -1.265], [-0.144, -0.135, -0.379], [-0.821, 1.114, -0.324], [0.550, 0.105, -0.656], [-0.957, -0.376, 0.994], [0.657, 0.468, 0.380], [-0.056, 1.122, -0.102], [0.357, 0.923, 0.192], [1.043, 0.274, -0.969], [0.309, 0.197, 0.018], [0.831, -0.187, 0.121], [0.509, 0.777, -0.900], [1.025, -0.213, 0.876], [0.445, -0.865, 0.185], [-0.592, -0.303, -0.814], [0.290, 0.537, 0.141], [0.117, 0.350, -1.496], [0.161, 0.223, -0.527], [-0.733, -0.547, -0.192], [0.757, -0.150, 0.065], [0.027, 0.424, -0.164], [-0.017, -0.752, 0.997], [1.001, 0.066, 0.919], [-0.018, 0.242, 0.519], [0.033, 0.172, -0.543], [-0.286, -0.240, 0.367], [-0.926, 1.271, -1.200], [-0.498, -0.467, 1.099], [0.925, 0.135, -0.732], [-0.068, 0.586, 0.544], [-1.215, 0.399, -0.407], [-0.712, 0.245, 0.655], [-0.286, -0.185, 0.973], [0.298, 1.241, -0.002], [0.556, -0.799, 0.633], [-0.066, 0.490, 0.363], [-0.297, -1.069, -0.907], [-1.006, -0.119, -0.720], [0.628, 0.929, 0.536]],
  "smiles": "COCCNCCOC.COCCNCCOC.COCCNCCOC.COCCNCCOC.CCO",
  "gap_ev": 9.0087,
  "molar_mass_da": 578.8,
  "energy_ev": -52408.2948,
  "homo_ev": -8.3,
  "de_lowest_kcal_mol": 112.55
}